Record 1
A cluster of 2 separate species, C19H26BrN5O5S3 in total in a non-equilibrium geometry, computed with ωB97M-V/def2-TZVPD.

HOMO energy (eV): -8.657
HOMO-LUMO gap (eV): 9.05
LUMO level (eV): 0.39

CARTESIAN COORDINATES (ANGSTROEM)
C -1.861911 -0.598333 -5.683203
N -2.184244 -2.755900 -6.850362
C 2.759649 0.154245 11.055074
C 1.428882 0.035498 10.734745
O 1.748310 1.572533 6.430294
H 0.108008 -1.096049 0.669032
H -3.917611 -0.628725 -5.094433
C 1.602761 0.215808 1.493615
N -3.311734 -0.424678 -5.874023
C 1.136532 -0.781389 0.469042
N 3.490198 1.508618 7.915025
H -2.533963 -0.441522 -8.553594
H -2.527725 1.241051 -7.963431
C -3.152115 0.383409 -8.206144
O 4.183250 4.088359 4.029220
C 2.944724 0.614617 1.521847
H -0.336269 0.470236 2.416171
H -3.221452 0.417043 -3.434380
C -1.560260 -0.748015 -4.180699
H -2.658889 -4.226294 -8.277049
H 4.494287 0.876822 10.013428
H -0.938498 -3.790479 -8.198341
H 4.433328 1.856339 2.466355
H -3.724705 -1.136938 -1.385395
O 1.998978 4.201153 5.084717
S -1.768792 0.264969 -1.549551
C 2.897470 1.846829 6.725843
C 0.708595 0.763834 2.422958
C 3.389412 1.547624 2.462836
H -2.615742 -1.386868 -0.020859
O -5.159829 -0.024022 -7.008982
H -1.974548 -1.696094 -3.837332
C -1.311058 -1.819921 -6.446468
H 1.175828 -0.337002 -0.529995
N 3.743401 2.436183 5.859973
H -1.736803 1.334178 -3.686960
H -1.658210 -4.787307 -6.916185
H 0.445618 2.114652 4.087149
Br 0.080486 -0.627344 11.914068
H -0.478804 -0.775949 -4.038762
N 3.499216 0.677732 9.993036
C 2.491627 2.089960 3.390336
O -0.116057 -1.902283 -6.689488
H 3.165138 -0.127986 12.027103
H -2.243656 -2.105096 -1.598919
S 3.070124 3.317450 4.601633
C 1.148000 1.696500 3.367163
H 3.648114 0.201310 0.805740
H -1.340219 0.286673 -6.049578
C 2.775753 0.984519 8.868040
C -1.840497 -3.960608 -7.605103
C -2.677826 -1.239663 -1.099172
H -3.156453 -2.601998 -6.629619
H 1.776979 -1.668362 0.484414
C -2.137817 0.387859 -3.321686
H 4.522210 2.898256 6.295127
C -3.941481 -0.033178 -6.980883
S 1.073236 0.577338 9.099859
H -3.852945 0.660405 -8.993249

Cartesian forces (eV/Å) of the 3 atoms listed first:
C -0.792 -0.128 0.134
N -0.951 -0.184 -0.090
C -1.825 -0.151 -0.470

=====

Record 2
The molecule C21H25NO5, computed with ωB97M-V/def2-TZVPD.

HOMO energy (eV): -8.194
HOMO-LUMO gap (eV): 8.71
LUMO level (eV): 0.52
Energy above the lowest of the compared OMol25 structures with the same formula, charge and spin (eV): 0.114

CARTESIAN COORDINATES (ANGSTROEM)
C -1.575338 2.177853 1.857088
C 1.845004 0.281725 0.355782
C -1.836162 -1.652789 -1.899994
N -0.665938 -3.059428 -0.322049
C 1.220335 -1.761127 1.521756
H 3.614422 2.136286 -0.564135
C -0.660953 -2.540568 -1.555653
C -2.823437 0.800073 0.342458
H 1.301933 3.053543 3.293498
H 3.006388 2.538933 3.453250
C -1.378574 -0.313044 -2.513551
H -2.419411 -1.453653 -1.001474
C -2.104635 1.299418 -0.736060
C -2.553561 1.226578 1.631590
H 1.479786 0.819771 3.673230
O 2.180963 2.319938 1.561006
C 2.656958 2.049887 -1.082548
H 0.130225 -4.861502 0.365728
H -3.373905 0.468018 -2.255712
H -2.193882 1.636936 -2.842768
O -0.510228 -1.407122 -4.494356
H 2.598819 4.008932 2.535262
C -1.122871 2.253314 -0.495226
C -0.868412 2.700631 0.787341
C -1.254745 -0.413264 -4.045786
H 1.623512 -1.578918 -0.588156
H -1.377869 2.520357 2.862620
H 1.823761 -3.781712 1.841441
O 2.077635 0.778188 -0.891973
H -3.620809 0.087788 0.175707
H 2.818758 2.127911 -2.157695
H -0.567818 2.656895 -1.329616
C 1.504618 0.301416 2.728593
H 0.166248 -3.427817 2.312889
C 1.558815 -1.080547 0.364691
C -2.347499 0.819518 -2.136269
C 1.183574 -1.042904 2.707140
C 0.921361 -3.239854 1.544289
C 2.270925 3.000841 2.786672
C 0.440390 -3.821107 0.215205
H -2.475217 -2.183121 -2.612674
H 0.917784 -1.535067 3.631020
H 1.231870 -3.805471 -0.536019
H 1.994886 2.851832 -0.752564
H -0.115081 -1.965010 -3.765307
H -3.118563 0.824754 2.460615
H -1.393197 -2.800376 0.326040
O 0.237911 -2.769681 -2.358683
C 1.844140 0.989004 1.570767
H -0.120500 3.461747 0.952017
O -1.792950 0.364924 -4.786791
H -0.379462 -0.062926 -2.132636

Cartesian forces (eV/Å) of the 3 atoms listed first:
C -0.020 0.032 0.113
C 0.014 -0.109 0.034
C 0.226 0.079 -0.064

=====

Record 3
A structure of composition C23H20CoCrI2N2O6S in a non-equilibrium geometry, computed with ωB97M-V/def2-TZVPD.

Spin multiplicity: 8
HOMO energy (alpha / beta) (eV): -19.454 / -19.341
HOMO-LUMO gap (alpha / beta) (eV): 5.30 / 3.68
LUMO level (alpha / beta) (eV): -14.16 / -15.66
Net charge: +4

CARTESIAN COORDINATES (ANGSTROEM)
H 2.645829 -1.336311 -2.389192
H 0.294596 -3.795810 -0.563263
C -3.080109 3.949067 4.074435
C -5.461717 3.546820 3.740304
C -1.085517 2.710748 1.015869
H -2.534516 6.099339 2.595395
Cr 0.921087 0.605199 0.148106
C -0.079077 -2.416607 1.754540
C -5.206010 3.184677 2.424420
H -6.479281 3.534670 4.137411
S -0.161809 -0.910224 -1.133053
N -0.054365 1.848055 1.268887
O 0.795078 0.895649 3.220554
H -2.264815 4.286995 4.703735
H 0.092662 -4.016353 -3.561513
H 0.957167 4.047407 1.177957
H -1.180871 -3.327006 -2.514560
C 1.134023 6.194982 1.306433
H 1.523688 -1.202748 -3.744409
C 0.779065 -2.471756 -2.174698
H 0.980377 8.346288 1.448327
C 2.068152 -0.682930 0.826020
C -1.502115 6.130881 2.233781
O 0.121933 -3.310849 2.475244
H 1.853272 -2.995027 -0.338456
C -0.837805 7.364513 2.058058
C 1.923328 -1.896749 -2.996211
O 3.167056 2.550387 0.794963
N -0.523738 2.854833 3.208243
C -0.276959 -3.086736 -3.087952
H -6.005948 2.871860 1.755600
H -0.578125 2.960508 4.212278
O -1.764568 2.680334 0.003025
H -4.554712 4.191968 5.608544
H -0.555707 -2.378466 -3.881097
O 2.856295 -1.424872 1.287317
C 0.162047 1.796338 2.690265
H 1.682975 -4.322002 -1.517216
C -4.386693 3.922075 4.571075
C -1.353589 3.560195 2.254552
C 1.183975 -3.444532 -1.086662
H -1.370821 8.277643 2.297474
H 2.184863 6.191151 0.975094
O -2.566128 0.141306 2.310473
H 2.472141 -2.693745 -3.534699
C 0.467623 7.394740 1.587444
C -3.895519 3.193815 1.926818
C 0.472708 4.977683 1.442295
H -3.704657 2.924852 0.896218
C 2.403658 1.779575 0.370734
C -2.828162 3.550029 2.757490
Co -0.463418 -1.050960 0.860203
I -3.113857 1.091843 -2.318329
C -0.828030 4.937404 1.966088
C -1.741473 -0.326306 1.623122
I -0.710922 1.983608 -2.949613

Cartesian forces (eV/Å) of the 3 atoms listed first:
H 0.012 -0.273 -0.048
H -0.003 -0.252 -0.048
C 1.423 -0.461 -1.885